(1)
# C26H40N9OS5SiTb

C26H40N9OS5SiTb as an isolated structure (wB97M-V/def2-TZVPD, OMol25).

- multiplicity = 7
- E (hartree) = -4687.8349
- relative energy (zero: lowest compared OMol25 entry of this formula, charge and spin) (kJ/mol) = 0.0
- E_HOMO (alpha / beta) (Ha) = -0.2622 / -0.2624
- LUMO level (alpha / beta) (Eh) = -0.028 / -0.001

Cartesian coordinates (Å):
Tb 0.042 0.024 -0.249
N 2.127 -1.305 -1.388
C 3.036 -0.579 -2.289
C 2.225 0.383 -3.140
N 1.446 1.279 -2.271
H 2.660 -1.915 -0.780
H 1.525 -1.910 -1.944
H 3.600 -1.249 -2.944
H 3.750 -0.021 -1.677
H 1.520 -0.185 -3.746
H 2.894 0.928 -3.811
H 0.707 1.709 -2.818
H 2.042 2.035 -1.949
C 0.967 -3.084 4.735
N 0.904 -2.665 3.352
C 0.165 -3.367 2.317
C 0.391 -2.439 1.139
O -0.029 -2.542 -0.005
N 1.138 -1.380 1.533
C 1.381 -1.527 2.841
N 2.080 -0.618 3.518
H 0.956 -4.171 4.776
H 0.116 -2.705 5.305
H 1.893 -2.735 5.190
H -0.907 -3.424 2.533
H 0.548 -4.371 2.126
H 2.166 0.272 3.040
H 1.999 -0.578 4.520
C -2.978 1.947 -2.020
S -1.446 2.617 -1.316
C -2.105 3.047 0.314
H -3.754 2.706 -1.932
H -3.256 1.040 -1.489
H -2.794 1.718 -3.065
H -2.456 2.143 0.807
H -2.915 3.765 0.191
H -1.290 3.491 0.878
C -1.366 0.166 3.688
Si -0.421 1.753 3.279
C -1.703 3.148 3.501
C 0.812 2.116 4.707
N 0.410 1.542 1.785
C 1.507 2.325 1.499
C 1.743 3.606 2.047
C 2.885 4.322 1.740
C 3.849 3.808 0.878
C 3.648 2.549 0.334
C 2.508 1.823 0.640
H -1.428 0.014 4.769
H -0.919 -0.722 3.242
H -2.391 0.228 3.317
H -1.847 3.310 4.572
H -2.676 2.886 3.079
H -1.399 4.105 3.070
H 0.614 3.113 5.104
H 1.863 2.108 4.406
H 0.683 1.414 5.536
H 1.007 4.033 2.719
H 3.027 5.304 2.176
H 4.744 4.370 0.651
H 4.395 2.124 -0.328
H 2.391 0.807 0.267
S -3.376 -2.530 1.677
C -2.634 -1.330 0.934
N -2.084 -0.405 0.442
S -1.407 -6.250 -3.979
C -1.437 -4.600 -4.031
S -1.122 -3.674 -2.578
C -1.244 -2.165 -3.498
N -1.524 -2.385 -4.732
N -1.647 -3.719 -5.052
C -1.945 -3.976 -6.428
C -2.318 -5.226 -6.917
C -2.587 -5.384 -8.270
C -2.496 -4.319 -9.148
C -2.140 -3.072 -8.659
C -1.869 -2.896 -7.314
S -1.033 -0.583 -2.877
H -2.407 -6.067 -6.257
H -2.872 -6.365 -8.629
H -2.704 -4.456 -10.202
H -2.074 -2.223 -9.328
H -1.601 -1.925 -6.933

Formally, the Löwdin partial charges of the atoms, in units of the elementary charge, are as follows: 1.378 -0.047 -0.241 -0.267 -0.081 0.087 0.057 0.118 0.104 0.074 0.118 0.026 0.075 -0.004 -0.076 -0.012 -0.516 -0.097 0.069 -0.409 0.245 0.098 0.100 0.092 0.092 0.151 0.090 0.109 -0.415 0.728 -0.417 0.041 0.014 0.011 0.015 0.051 0.007 -0.164 0.398 -0.188 -0.184 -0.198 -0.431 -0.059 -0.086 -0.111 -0.107 -0.121 0.035 -0.006 0.024 0.031 0.023 0.023 0.027 0.018 0.020 0.090 0.104 0.096 0.099 0.041 0.622 -0.963 -0.105 0.581 -1.086 0.969 -1.061 -0.021 -0.130 -0.173 -0.045 -0.086 -0.102 -0.089 -0.028 0.551 0.028 0.103 0.099 0.101 0.096

***

(2)
# C17H39IInN2O4

C17H39IInN2O4 as an isolated structure (wB97M-V/def2-TZVPD, OMol25).

- net charge = -1
- E (hartree) = -1569.4969
- E_HOMO (Ha) = -0.1656
- LUMO level (Eh) = 0.081

Cartesian coordinates (Å):
C 7.352 0.302 2.669
C 6.145 -0.291 1.938
C 5.855 0.495 0.650
O 4.899 1.497 0.844
In 2.935 1.001 0.342
I 2.844 -1.773 -0.178
C 1.645 1.305 2.154
C 0.418 0.422 1.960
C -0.742 0.701 2.905
C -1.786 -0.429 2.887
C -2.453 -0.596 1.519
C -1.793 -1.516 0.492
C -2.230 -2.965 0.601
O -2.023 -3.567 1.871
C -0.658 -3.864 2.102
C 2.110 2.292 -1.277
C 0.991 1.668 -2.121
O 0.564 0.388 -1.650
C -0.200 2.605 -2.273
N -0.939 2.830 -1.014
H 7.514 -0.151 3.647
H 7.159 1.360 2.839
H 8.255 0.219 2.072
H 6.366 -1.333 1.715
H 5.290 -0.245 2.601
H 5.608 -0.218 -0.144
H 6.798 0.982 0.365
H 2.251 1.000 3.001
H 1.356 2.350 2.225
H 0.069 0.593 0.940
H 0.722 -0.620 1.993
H -0.335 0.780 3.913
H -1.264 1.615 2.629
H -1.337 -1.343 3.261
H -2.565 -0.160 3.603
H -3.453 -0.998 1.689
H -2.610 0.402 1.108
H -0.710 -1.470 0.479
H -2.115 -1.193 -0.496
H -1.693 -3.545 -0.157
H -3.284 -3.046 0.348
H -0.262 -4.515 1.324
H -0.607 -4.341 3.076
H -0.046 -2.967 2.150
H 1.693 3.156 -0.760
H 2.871 2.667 -1.956
H 1.376 1.519 -3.132
H -0.384 0.409 -1.447
H -0.895 2.180 -2.999
H 0.195 3.543 -2.641
H -0.720 3.748 -0.649
H -0.635 2.183 -0.291
C -4.456 -1.590 -4.406
C -4.031 -0.828 -3.173
O -3.192 -1.259 -2.403
N -4.621 0.378 -2.945
C -5.627 1.052 -3.740
H -3.898 -2.520 -4.446
H -5.522 -1.819 -4.369
H -4.242 -1.013 -5.307
H -4.289 0.835 -2.108
H -5.248 2.018 -4.079
H -6.524 1.221 -3.142
H -5.894 0.459 -4.608

Formally, the Löwdin partial charges of the atoms, in units of the elementary charge, are as follows: -0.134 -0.253 -0.432 -0.373 0.532 0.145 -0.264 -0.364 -0.215 -0.207 -0.185 -0.185 -0.233 -0.193 -0.109 -0.208 -0.477 -0.131 -0.247 0.011 0.056 0.069 0.059 0.095 0.098 0.046 0.097 0.025 0.030 0.056 0.060 0.105 0.104 0.097 0.098 0.105 0.101 0.082 0.074 0.119 0.116 0.087 0.085 0.063 0.025 0.032 0.125 0.066 0.097 0.109 0.057 0.043 -0.011 -0.537 0.044 0.013 -0.083 0.082 0.081 0.083 0.142 0.082 0.080 0.068

***

(3)
# C3H9O2S

A 2-piece molecular cluster, C3H9O2S overall (wB97M-V/def2-TZVPD, OMol25).

- net charge = -1
- E (hartree) = -668.3770
- relative energy (zero: lowest compared OMol25 entry of this formula, charge and spin) (kJ/mol) = 44.1
- E_HOMO (Ha) = -0.1474
- LUMO level (Eh) = 0.127

Cartesian coordinates (Å):
C 0.366 -1.285 0.680
O -0.088 -0.540 1.761
C 1.113 -0.508 -0.388
C 0.270 0.588 -1.054
S -0.945 -0.051 -2.242
H -0.446 -1.870 0.193
H 1.027 -2.068 1.074
H 1.996 -0.088 0.050
H 1.374 -1.235 -1.168
H 0.977 1.274 -1.520
H -0.329 1.080 -0.315
H -1.998 0.568 -1.700
H -1.253 2.254 1.846
H -0.665 0.390 1.511
O -1.399 1.492 1.270

Formally, the natural (NBO) partial charges of the atoms, in units of the elementary charge, are as follows: -0.040 -0.832 -0.424 -0.543 -0.127 0.124 0.130 0.193 0.174 0.185 0.307 0.143 0.426 0.501 -1.216

***

(4)
# C4H8NS

A 2-piece molecular cluster, C4H8NS overall (wB97M-V/def2-TZVPD, OMol25).

- net charge = +1
- E (hartree) = -609.7562
- relative energy (zero: lowest compared OMol25 entry of this formula, charge and spin) (kJ/mol) = 298.7
- E_HOMO (Ha) = -0.4859
- LUMO level (Eh) = -0.127

Cartesian coordinates (Å):
C -1.439 -1.833 -0.611
C -1.817 -0.720 -0.715
C -0.213 0.955 1.197
C 0.703 0.302 0.587
N 0.827 0.230 -0.888
S -0.716 0.899 2.866
H -0.825 -2.672 -0.493
H -0.004 -0.213 3.161
H -2.487 0.093 -0.829
H -0.585 1.976 0.856
H 1.198 -0.571 0.947
H 1.796 0.171 -1.281
H 0.497 1.090 -1.262
H 0.141 -0.514 -1.044

Formally, the natural (NBO) partial charges of the atoms, in units of the elementary charge, are as follows: -0.174 -0.289 -0.333 -0.131 -0.711 0.167 0.247 0.133 0.265 0.253 0.214 0.455 0.431 0.474

***

(5)
# C18H40GeN6O11PbS

C18H40GeN6O11PbS as an isolated structure (wB97M-V/def2-TZVPD, OMol25).

- multiplicity = 2
- net charge = -1
- E (hartree) = -4533.9535
- relative energy (zero: lowest compared OMol25 entry of this formula, charge and spin) (kJ/mol) = 551.8
- E_HOMO (alpha / beta) (Ha) = -0.1774 / -0.1928
- LUMO level (alpha / beta) (Eh) = 0.098 / 0.091

Cartesian coordinates (Å):
Pb 0.810 0.209 -0.162
C -1.633 4.458 -0.087
C -1.167 3.485 -1.172
C -2.184 3.439 -2.314
C 0.190 3.933 -1.698
O -0.975 2.189 -0.613
Ge -2.394 1.175 0.073
O -1.762 -0.253 -0.943
C -2.508 -1.430 -1.210
C -2.841 -2.147 0.098
C -3.793 -1.085 -1.965
C -1.616 -2.307 -2.083
O -1.224 0.581 1.494
C -1.432 1.007 2.833
C -1.037 2.475 2.981
C -0.570 0.135 3.741
C -2.897 0.819 3.242
H -1.740 5.466 -0.493
H -2.599 4.147 0.318
H -0.904 4.483 0.724
H -2.278 4.423 -2.780
H -1.868 2.725 -3.074
H -3.168 3.144 -1.944
H 0.111 4.923 -2.153
H 0.920 3.974 -0.886
H 0.554 3.237 -2.454
H -3.474 -1.514 0.723
H -3.372 -3.081 -0.101
H -1.929 -2.362 0.657
H -4.476 -0.514 -1.335
H -3.554 -0.483 -2.844
H -4.302 -1.994 -2.292
H -0.644 -2.457 -1.605
H -2.076 -3.283 -2.249
H -1.447 -1.832 -3.051
H -0.002 2.628 2.668
H -1.671 3.097 2.349
H -1.145 2.808 4.016
H 0.491 0.241 3.501
H -0.706 0.416 4.787
H -0.863 -0.912 3.630
H -3.555 1.467 2.663
H -3.200 -0.215 3.068
H -3.030 1.050 4.301
C 1.048 -4.181 1.255
C 1.667 -2.840 1.604
C 2.312 -2.852 2.984
O 0.586 -1.886 1.605
C 2.769 -2.457 0.573
O 3.589 -3.346 0.314
O 2.792 -1.268 0.149
H 0.366 -4.501 2.046
H 1.834 -4.920 1.120
H 0.482 -4.097 0.325
H 1.569 -3.097 3.748
H 2.745 -1.873 3.204
H 3.108 -3.595 3.010
H 0.641 -1.346 2.402
N 3.838 -4.173 -2.577
N 3.393 -2.863 -2.700
N 4.222 -1.860 -2.829
C 3.375 -0.840 -2.850
N 2.102 -1.234 -2.742
N 2.135 -2.545 -2.643
H 4.367 -4.161 -1.702
H 2.991 -4.700 -2.377
H 3.683 0.188 -2.892
O 3.504 1.648 1.480
S 3.534 2.727 -0.149
O 2.905 3.911 0.328
O 2.741 1.860 -0.993
O 4.946 2.687 -0.321
N -0.413 0.658 -3.746
H -0.988 0.545 -2.912
H 0.021 -0.251 -3.896
H 0.354 1.263 -3.467
O 2.513 2.179 2.422
C 2.227 0.959 1.871

Formally, the Löwdin partial charges of the atoms, in units of the elementary charge, are as follows: 1.566 -0.054 -0.707 -0.051 -0.031 -0.441 0.924 -0.465 -0.714 -0.037 -0.054 -0.035 -0.424 -0.704 -0.023 -0.038 -0.070 0.083 0.064 0.078 0.082 0.065 0.061 0.089 0.058 0.072 0.067 0.083 0.076 0.061 0.085 0.081 0.064 0.085 0.072 0.078 0.060 0.088 0.055 0.090 0.090 0.047 0.081 0.081 -0.018 -0.514 -0.011 -0.117 -0.633 -0.011 -0.174 0.085 0.081 0.082 0.089 0.090 0.092 0.024 0.120 -0.298 0.141 -0.220 -0.012 0.066 0.076 0.086 0.100 -0.182 0.531 -0.250 -0.398 -0.243 0.037 -0.029 -0.019 -0.011 -0.037 -0.162

***

(6)
# C15H15Cl3GaN6O4

C15H15Cl3GaN6O4 as an isolated structure (wB97M-V/def2-TZVPD, OMol25).

- net charge = +1
- E (hartree) = -4515.3529
- relative energy (zero: lowest compared OMol25 entry of this formula, charge and spin) (kJ/mol) = 9.3
- E_HOMO (Ha) = -0.4354
- LUMO level (Eh) = -0.108

Cartesian coordinates (Å):
Ga 2.331 -1.536 0.522
N 3.416 -1.116 2.173
C 4.833 -1.403 1.782
C 5.009 -1.485 0.253
O 6.099 -1.442 -0.226
O 3.880 -1.644 -0.430
H 3.319 -0.139 2.443
H 3.137 -1.673 2.978
H 5.117 -2.369 2.197
H 5.506 -0.650 2.183
Cl 2.747 -4.289 2.408
C 0.980 -4.020 2.311
Cl 0.584 -2.462 3.127
Cl 0.136 -5.311 3.093
C 0.588 -3.876 0.807
O -0.182 -4.630 0.310
O 1.189 -2.891 0.179
C 0.260 1.032 1.881
C 0.556 0.905 0.431
N 1.372 0.019 -0.138
C 1.355 0.247 -1.509
C 0.524 1.279 -1.752
N 0.045 1.696 -0.524
C -0.975 2.731 -0.323
N -2.292 2.193 -0.395
N -2.759 1.480 0.668
N -3.850 0.914 0.355
C -4.154 1.234 -0.955
C -5.249 0.869 -1.745
C -5.267 1.338 -3.036
C -4.232 2.156 -3.538
C -3.153 2.529 -2.770
C -3.140 2.042 -1.461
H 0.746 0.227 2.429
H -0.815 0.965 2.055
H 0.617 1.986 2.272
H 1.946 -0.342 -2.190
H 0.237 1.759 -2.671
H -0.841 3.490 -1.089
H -0.822 3.181 0.655
H -6.036 0.245 -1.347
H -6.091 1.082 -3.686
H -4.294 2.506 -4.560
H -2.377 3.172 -3.166

Formally, the natural (NBO) partial charges of the atoms, in units of the elementary charge, are as follows: 1.926 -0.913 -0.355 0.771 -0.527 -0.866 0.422 0.443 0.251 0.250 0.035 -0.206 0.006 0.140 0.743 -0.486 -0.874 -0.687 0.463 -0.677 -0.052 -0.048 -0.321 -0.038 -0.241 -0.050 -0.165 0.026 -0.164 -0.215 -0.167 -0.264 0.153 0.226 0.295 0.250 0.261 0.250 0.239 0.241 0.243 0.233 0.230 0.218